C3H12NO | ωB97M-V with the def2-TZVPD basis set

**Charge**: +1
**LUMO energy**: -3.6 eV
**HOMO**: -15.273 eV
**Kohn-Sham gap**: 11.6248 eV

Element x y z (Å)
1 C 0.333 0.391 0.078
2 C -1.071 0.253 0.687
3 C -2.115 -0.064 -0.350
4 N 1.257 0.847 1.169
5 H 0.558 -0.604 -0.290
6 H 0.433 1.164 -0.688
7 H -1.504 1.024 1.350
8 H -1.010 -0.538 1.458
9 H -2.010 -0.915 -1.030
10 H -3.084 -0.232 0.123
11 H -2.352 0.768 -1.037
12 H 0.757 1.541 1.722
13 H 1.570 0.059 1.740
14 H 2.127 1.211 0.779
15 H 1.512 -1.526 -2.464
16 H 2.444 -2.121 -1.435
17 O 2.156 -1.260 -1.809